No. 1
ORCA calculation (ωB97M-V with the def2-TZVPD basis set) on C30H44N2O4P2V as an isolated structure.

## Properties
Calculated total energy in hartree: -3206.8009
Gap between HOMO and LUMO (alpha / beta) in eV: 6.67 / 7.21
Relative energy (zero: lowest compared OMol25 entry of this formula, charge and spin) in eV: 0.000
Multiplicity: 2

Each line ends with the Mulliken spin population.
CARTESIAN COORDINATES (ANGSTROEM)
V: 0.09 -0.66 -0.05  1.09
P: -2.05 -0.40 1.17  0.00
P: 2.32 0.26 -0.83  0.00
O: 1.26 0.29 3.81  0.00
O: -0.66 -0.16 -1.68  0.04
O: 0.82 -2.65 0.45  -0.01
O: -0.53 -1.54 -1.42  -0.09
N: 0.04 1.37 0.46  -0.04
N: 0.98 -0.99 1.89  0.01
C: -2.26 1.40 3.35  0.00
C: 1.93 -3.05 2.64  0.00
C: 2.38 2.89 -1.96  0.00
C: 0.08 3.58 -0.61  0.00
C: -3.09 -2.92 1.41  0.00
C: 3.92 0.31 -3.25  0.00
C: -0.59 1.81 1.62  -0.01
C: 1.88 4.17 -2.12  0.00
C: 1.38 -0.75 3.20  0.00
C: 1.21 -2.26 1.57  0.02
C: 3.06 -0.55 -2.32  0.00
C: 2.56 5.18 -3.01  0.00
C: -1.88 2.54 4.05  0.00
C: 3.30 1.46 1.45  0.00
C: -1.64 1.04 2.16  -0.01
C: 1.99 -2.03 3.78  0.00
C: 0.70 4.49 -1.44  0.00
C: -4.81 0.12 0.82  0.00
C: 1.75 1.94 -1.16  0.00
C: -3.19 1.47 -0.54  0.00
C: -0.23 2.96 2.32  0.00
C: -2.51 2.90 5.36  0.00
C: -2.72 -1.71 2.27  -0.01
C: -1.73 -2.11 3.37  0.01
C: 5.08 0.69 -0.14  0.00
C: 2.01 -1.28 -3.16  0.00
C: -0.86 3.31 3.50  0.00
C: -3.47 0.10 0.09  0.00
C: 3.68 0.41 0.41  0.00
C: 0.60 2.30 -0.42  -0.01
H: -4.77 0.81 1.67  0.00
H: 0.58 3.58 1.94  0.00
H: -3.97 1.71 -1.26  0.00
H: -2.45 3.98 5.54  0.00
H: 2.91 -3.35 2.26  0.00
H: 2.27 1.35 1.80  0.00
H: -1.31 -1.24 3.88  0.00
H: 5.12 1.67 -0.61  0.00
H: -0.83 3.87 -0.08  0.00
H: -0.92 -2.70 2.95  0.00
H: -3.62 -1.30 2.74  0.00
H: 1.46 -2.02 -2.58  0.00
H: -3.85 -2.68 0.67  0.00
H: 2.58 6.17 -2.55  0.00
H: 2.04 5.27 -3.97  0.00
H: 3.41 2.46 1.02  0.00
H: -5.11 -0.86 1.18  0.00
H: -0.53 4.20 4.02  0.00
H: -3.06 0.78 3.75  0.00
H: 1.37 -3.95 2.87  0.00
H: 1.40 -2.32 4.64  0.00
H: -3.49 -0.65 -0.71  0.00
H: 3.71 -1.31 -1.86  0.00
H: 3.00 -1.82 4.13  0.00
H: 3.70 -0.58 0.90  0.00
H: -5.59 0.49 0.15  0.00
H: 4.44 -0.34 -3.96  0.00
H: -2.24 -2.73 4.11  0.00
H: 3.59 4.88 -3.22  0.00
H: -3.49 -3.72 2.04  0.00
H: 1.29 -0.58 -3.57  0.00
H: 2.51 -1.79 -3.99  0.00
H: -3.57 2.62 5.39  0.00
H: 4.67 0.90 -2.73  0.00
H: 0.27 5.48 -1.56  0.00
H: -3.19 2.25 0.23  0.00
H: 3.29 0.98 -3.83  0.00
H: 3.30 2.63 -2.46  0.00
H: 5.79 0.70 0.69  0.00
H: -2.01 2.40 6.19  0.00
H: -2.22 -3.30 0.89  0.00
H: 5.41 -0.06 -0.86  0.00
H: -2.23 1.49 -1.05  0.00
H: 3.95 1.39 2.32  0.00



No. 2
ORCA calculation (ωB97M-V with the def2-TZVPD basis set) on a 2-piece molecular cluster, C27H52Cl3N3O7 overall at a distorted geometry.

## Properties
Calculated total energy in hartree: -3131.1496
Gap between HOMO and LUMO in eV: 5.75
Multiplicity: 1

Each line ends with the Löwdin charge.
CARTESIAN COORDINATES (ANGSTROEM)
Cl: 2.12 -1.12 -9.03  0.62
Cl: -2.46 -0.69 -1.84  0.69
Cl: 0.84 -3.34 -1.26  0.78
O: 1.37 -1.48 -10.20  -0.37
O: 1.25 -0.50 -8.05  -0.41
O: -4.11 -1.35 2.91  -0.03
O: 2.70 -2.31 -8.43  -0.40
O: 4.00 0.22 -4.26  0.09
O: -0.97 5.57 1.76  -0.22
O: 3.18 -0.20 -9.37  -0.38
N: 3.45 -1.62 -3.06  0.03
N: 1.39 -2.46 1.75  -0.04
N: -2.98 -4.54 2.80  0.01
C: -2.10 -1.04 1.66  -0.08
C: 4.90 -1.40 -1.13  -0.18
C: -0.03 -2.56 2.15  -0.05
C: 1.53 -1.64 0.76  -0.21
C: -3.60 4.11 2.93  -0.19
C: 2.44 -3.14 2.48  0.04
C: -2.09 6.08 1.04  -0.21
C: -0.79 -2.13 -3.38  -0.15
C: -0.80 -1.33 -2.09  -0.72
C: 0.30 6.09 1.40  -0.10
C: -1.45 2.65 3.05  -0.18
C: -0.56 -1.20 1.69  -0.32
C: -2.86 -1.99 2.59  -0.35
C: 3.93 -2.12 -0.18  -0.19
C: -2.98 2.70 2.90  -0.18
C: -0.68 2.19 1.80  -0.19
C: 0.17 -1.15 0.31  -0.17
C: 0.46 1.21 2.09  -0.17
C: 2.65 -1.45 -5.37  0.01
C: -4.10 4.58 1.56  -0.21
C: -3.16 -3.35 1.95  -0.22
C: 4.79 -1.96 -2.54  -0.18
C: 0.01 -0.14 2.68  -0.11
C: -0.38 -2.10 -0.81  -0.57
C: 3.42 -0.84 -4.25  -0.51
C: 2.78 -1.15 0.15  -0.11
C: -3.00 4.96 0.56  -0.17
H: -4.21 -3.32 1.66  0.13
H: 4.91 -3.04 -2.53  0.12
H: -1.75 6.67 0.19  0.11
H: 1.66 -1.75 -5.02  0.06
H: -4.19 -1.25 3.86  0.09
H: 2.92 -2.46 -3.24  0.08
H: 5.93 -1.40 -0.76  0.11
H: -4.47 4.10 3.59  0.11
H: 0.88 5.32 0.89  0.08
H: -2.40 4.09 0.28  0.11
H: -2.32 -2.15 3.53  0.14
H: -1.09 3.65 3.29  0.10
H: -2.47 -1.16 0.66  0.06
H: -2.88 4.83 3.33  0.10
H: 3.18 -0.39 0.84  0.16
H: 0.28 -0.16 -0.14  0.14
H: -0.08 -2.74 3.23  0.14
H: -0.16 -0.47 -2.21  0.11
H: 1.98 -3.77 3.24  0.10
H: -3.43 2.10 3.70  0.10
H: -1.26 -3.11 -3.25  0.08
H: -3.28 2.22 1.96  0.10
H: 3.17 -2.32 -5.75  0.10
H: -2.12 -4.46 3.33  0.05
H: -3.49 5.30 -0.35  0.11
H: 1.14 1.67 2.81  0.12
H: 1.05 1.07 1.18  0.09
H: -0.78 0.06 3.40  0.11
H: 2.50 -0.61 -0.76  0.12
H: 2.51 -0.75 -6.19  0.07
H: -1.38 -1.59 -4.12  0.08
H: -1.35 1.76 1.05  0.10
H: 0.85 -0.54 3.26  0.12
H: 0.21 6.97 0.77  0.08
H: -0.49 -3.43 1.67  0.13
H: -0.24 3.07 1.33  0.10
H: -3.73 -4.58 3.48  0.07
H: -4.72 3.78 1.14  0.11
H: 4.46 -2.40 0.73  0.10
H: 0.84 6.37 2.31  0.09
H: -2.66 6.72 1.73  0.13
H: -1.18 2.02 3.90  0.10
H: 3.07 -2.41 2.98  0.11
H: 4.60 -0.35 -1.21  0.11
H: 0.21 -2.22 -3.78  0.04
H: -2.59 -3.50 1.04  0.09
H: -4.73 5.46 1.70  0.11
H: 5.56 -1.49 -3.16  0.12
H: 3.04 -3.75 1.81  0.10
H: -2.36 -0.03 1.97  0.11
H: 3.53 -3.01 -0.66  0.08
H: -1.23 -2.68 -0.45  0.08



No. 3
ORCA calculation (ωB97M-V with the def2-TZVPD basis set) on a 3-piece molecular cluster, C24H42BN4O14PS3 overall at a distorted geometry.

## Properties
Calculated total energy in hartree: -3772.6280
Gap between HOMO and LUMO in eV: 7.15
SMILES: CCCCOc1c(B(O)O)c(OCCNC[C@@H](C)O)cc2nc(P(O)(O)=S)c(OC#N)nc12.CCOS(C)(=O)=O.CCOS(C)(=O)=O
Multiplicity: 1

Each line ends with the Löwdin charge.
CARTESIAN COORDINATES (ANGSTROEM)
S: -2.67 5.63 2.15  0.61
S: 3.49 3.96 4.68  0.30
S: -3.44 1.22 -4.52  0.61
P: 1.88 3.25 3.89  0.32
O: 3.93 2.67 1.51  -0.03
O: 0.73 3.07 5.18  -0.26
O: -3.23 0.96 -5.92  -0.27
O: 4.25 -2.39 0.16  -0.13
O: -2.13 4.42 1.59  -0.30
O: -2.99 2.74 -4.20  -0.27
O: 2.85 -5.24 -0.55  0.08
O: 1.15 4.26 2.72  -0.25
O: 0.65 -4.70 3.08  -0.08
O: -2.30 -4.10 -2.00  -0.09
O: -2.90 0.35 -3.51  -0.29
O: -3.45 5.63 3.36  -0.28
O: -3.49 6.42 1.00  -0.26
O: 3.44 -6.01 1.72  0.10
N: 3.67 0.25 1.24  0.20
N: -1.60 -4.90 0.61  -0.09
N: 1.47 0.44 3.55  0.08
N: 2.62 3.20 -0.73  0.15
C: 1.81 -0.79 2.88  -0.14
C: 3.27 1.43 1.93  -0.20
C: 2.22 1.56 3.07  -0.21
C: 5.08 -1.84 -2.10  -0.16
C: 1.30 -3.49 2.71  -0.12
C: 3.25 3.01 0.29  -0.21
C: -1.53 -5.51 1.97  -0.20
C: -1.92 -1.76 -1.13  -0.07
C: 2.90 -0.85 1.77  -0.06
C: -5.17 1.43 -4.24  -0.12
C: -2.55 -3.75 0.54  -0.19
C: -2.72 -3.16 -0.98  -0.37
C: -0.87 3.09 -5.35  -0.07
C: 3.20 -2.29 1.16  -0.05
C: 3.78 -1.89 -1.12  -0.20
C: -4.52 5.72 0.30  -0.27
C: 5.92 -3.23 -1.95  -0.24
C: -5.79 5.62 1.13  -0.08
C: -1.36 6.81 2.32  -0.12
C: -0.80 -4.59 3.06  -0.17
C: -1.61 3.02 -4.02  -0.27
C: 7.14 -3.13 -0.89  -0.12
C: 1.04 -2.09 3.32  0.06
C: 2.43 -3.59 1.59  0.13
B: 2.89 -4.97 0.87  -0.47
H: -2.10 -1.02 -0.27  0.09
H: -1.49 -3.71 -2.41  0.09
H: -1.00 -6.52 1.85  0.13
H: -4.17 4.74 -0.02  0.11
H: -0.83 2.11 -5.82  0.07
H: 6.37 -3.44 -2.99  0.10
H: 6.87 -3.87 -0.03  0.08
H: 7.15 -2.09 -0.41  0.07
H: -2.60 -5.72 2.38  0.12
H: 3.40 -0.79 -1.09  0.12
H: -2.28 -1.25 -2.11  0.06
H: -0.79 -2.04 -1.19  0.09
H: -6.61 5.21 0.53  0.08
H: -5.67 0.49 -4.48  0.08
H: -3.60 -4.07 0.89  0.12
H: -6.09 6.60 1.51  0.09
H: -3.84 -2.93 -1.18  0.14
H: -4.73 6.30 -0.61  0.12
H: 8.14 -3.44 -1.35  0.07
H: 5.72 -0.95 -1.74  0.11
H: -1.15 2.29 -3.35  0.12
H: 0.30 3.83 2.45  0.06
H: -1.97 -5.65 0.00  0.11
H: 5.14 -4.03 -1.66  0.10
H: -1.38 3.77 -6.04  0.09
H: 1.93 -5.15 -0.88  0.11
H: 0.15 3.44 -5.20  0.08
H: 4.80 -1.64 -3.20  0.11
H: -5.54 2.22 -4.89  0.08
H: 0.23 -2.00 4.12  0.11
H: -0.80 6.85 1.39  0.08
H: 0.12 2.32 4.96  0.07
H: -1.55 4.00 -3.52  0.12
H: -1.18 -4.94 4.10  0.14
H: -5.33 1.68 -3.19  0.07
H: 3.65 -6.81 1.19  0.11
H: 2.96 -2.54 -1.61  0.13
H: -1.20 -3.52 2.93  0.11
H: -2.21 -2.83 1.17  0.11
H: -0.71 6.47 3.13  0.07
H: -5.64 4.97 1.99  0.07
H: -1.78 7.78 2.57  0.08



No. 4
ORCA calculation (ωB97M-V with the def2-TZVPD basis set) on a 3-piece molecular cluster, C4H16NO3 overall.

## Properties
Calculated total energy in hartree: -442.2228
Gap between HOMO and LUMO in eV: 10.04
Total charge: +1
Relative energy (zero: lowest compared OMol25 entry of this formula, charge and spin) in eV: 1.138
Multiplicity: 1

Each line ends with the Löwdin charge.
CARTESIAN COORDINATES (ANGSTROEM)
O: -0.16 -2.93 -2.26  -0.03
O: 0.25 1.30 -2.06  -0.06
O: -1.59 -0.52 -1.18  -0.08
N: 1.34 2.09 1.79  0.19
C: 0.91 1.23 0.63  -0.15
C: -0.61 -0.89 1.03  -0.14
C: -1.70 -0.23 0.20  -0.25
C: 0.79 -0.24 1.07  -0.14
H: 1.55 -0.79 0.53  0.12
H: 0.70 1.09 -2.88  0.05
H: 0.10 -2.66 -3.14  0.05
H: -0.96 -1.09 2.04  0.12
H: -0.55 0.74 -2.08  0.02
H: -0.66 -3.74 -2.33  0.05
H: 2.18 1.79 2.29  0.17
H: -1.35 -1.44 -1.32  0.06
H: 0.58 2.10 2.47  0.17
H: -0.55 -1.88 0.60  0.11
H: 1.66 1.31 -0.14  0.12
H: -2.67 -0.56 0.57  0.12
H: -0.02 1.67 0.29  0.10
H: 1.42 3.05 1.48  0.17
H: -1.74 0.86 0.26  0.11
H: 1.07 -0.27 2.13  0.11



No. 5
ORCA calculation (ωB97M-V with the def2-TZVPD basis set) on one molecule with the formula C3H6N2O2 at a distorted geometry.

## Properties
Calculated total energy in hartree: -377.8798
Gap between HOMO and LUMO in eV: 10.29
SMILES: [H]/N=C1/N[C@@H](O)CO1
Relative energy (zero: lowest compared OMol25 entry of this formula, charge and spin) in eV: 2.165
Multiplicity: 1

Each line ends with the Löwdin charge.
CARTESIAN COORDINATES (ANGSTROEM)
O: -0.34 0.49 -1.23  -0.01
O: -0.05 -1.52 1.62  0.02
N: 0.87 0.44 0.70  0.12
N: 0.88 2.38 -0.63  0.15
C: -0.79 -0.67 -0.56  -0.11
C: 0.49 1.21 -0.40  -0.51
C: 0.39 -0.90 0.47  -0.38
H: -0.93 -1.49 -1.28  0.13
H: -1.80 -0.46 -0.12  0.14
H: -0.96 -1.53 1.32  0.08
H: 1.17 -1.49 -0.03  0.16
H: 0.40 2.71 -1.47  0.06
H: 0.67 0.84 1.61  0.15